Here is a structure of composition C22H21ClFN3O3 in a non-equilibrium geometry from OMol25. Energies are from ωB97M-V with the def2-TZVPD basis set.

Computed properties:
Energy relative to the best compared isomer or geometry (same formula, charge and spin)   423.0 kcal/mol

CARTESIAN COORDINATES (ANGSTROEM)
C1 -3.394 -3.949 -2.688
H1 1.030 -1.124 0.801
H2 -5.319 -2.988 -3.091
N1 1.544 -0.336 -1.254
H3 4.855 -0.068 3.209
C2 3.374 3.495 4.446
C3 3.935 -0.276 3.908
N2 1.011 0.960 1.260
C4 -0.055 0.928 -2.006
Cl1 -4.636 -0.458 -4.288
C5 1.028 1.745 2.724
C6 2.597 2.147 4.470
C7 -1.445 -2.443 -3.339
H4 0.369 1.198 3.425
O1 0.554 2.947 0.237
C8 3.441 4.175 5.677
H5 1.635 2.012 7.897
H6 -0.373 -2.577 -3.311
H7 4.130 -1.346 4.265
H8 4.223 0.119 4.838
H9 -0.798 1.884 -2.320
H10 0.222 -1.194 -4.802
H11 3.813 5.129 5.936
C9 -2.251 -1.481 -3.731
F1 -4.074 -4.815 -1.924
N3 2.639 -0.066 3.257
H12 2.736 4.279 7.718
C10 2.426 -0.894 2.060
C11 -2.039 -3.601 -2.626
H13 -1.219 -4.706 -2.215
C12 1.815 1.797 5.737
C13 1.076 -0.533 1.569
C14 0.728 1.642 0.273
C15 0.767 0.656 -1.008
C16 -3.483 -1.735 -3.783
C17 2.266 2.335 6.725
H14 0.306 -0.879 2.242
C18 -4.274 -2.800 -3.108
H15 -0.186 0.834 -5.145
C19 0.160 -0.055 -2.876
H16 3.240 1.962 2.404
O2 -1.601 -0.497 -4.474
H17 0.850 2.746 2.398
H18 3.132 -0.348 1.192
H19 3.820 3.854 3.669
C20 2.737 3.452 6.926
C21 2.625 1.398 3.140
C22 -0.386 -0.269 -4.366
O3 1.147 -0.677 -2.586
H20 2.595 -1.732 2.243
H21 1.507 0.738 5.640

Atomic partial charges in e from the Löwdin method, atoms 1 to 4:
1. C -0.274
2. H 0.041
3. H 0.094
4. N 0.186

Here is the ion C22H21ClNO2 with charge +1 in a non-equilibrium geometry from OMol25. Energies are from ωB97M-V with the def2-TZVPD basis set.

Computed properties:
Structure (SMILES)   COc1ccc(/C=C/[C@H](c2ccc(OC)cc2)[n+]2ccc(Cl)cc2)cc1
Calculated total energy   -1516.0484 hartree
Net charge   +1

CARTESIAN COORDINATES (ANGSTROEM)
C1 2.390 -0.759 2.863
H1 5.784 -1.230 2.334
C2 -2.633 0.423 3.177
H2 5.569 3.199 1.454
C3 -3.751 1.185 2.805
C4 -2.240 -4.186 6.684
H3 -1.861 -0.961 5.660
H4 -4.082 -2.636 3.333
H5 -2.083 -5.874 5.294
H6 -0.237 0.021 2.740
C5 -6.313 2.677 2.348
C6 -2.679 -0.976 3.067
Cl1 -2.543 -5.167 8.059
C7 -2.055 -4.792 5.430
C8 6.083 2.770 2.336
H7 1.320 -2.599 3.260
H8 -3.594 2.234 2.552
C9 -5.091 -0.800 2.938
C10 -1.417 -1.852 3.050
C11 -5.027 0.597 2.722
O1 -6.195 1.238 2.478
H9 -1.440 -2.718 2.262
H10 1.503 1.241 2.865
N1 -1.711 -2.627 4.450
C12 2.418 0.654 2.739
H11 -1.713 0.945 3.424
H12 -2.313 -2.297 7.747
H13 -1.679 -4.360 3.323
C13 4.832 0.677 2.331
C14 -1.826 -3.965 4.338
C15 -3.954 -1.568 3.157
H14 -6.082 -1.251 2.915
C16 -1.926 -2.048 5.652
C17 1.159 -1.536 3.039
C18 3.654 -1.412 2.738
H15 3.692 -2.495 2.834
C19 -2.175 -2.792 6.796
H16 7.154 2.979 2.295
O2 6.057 1.311 2.299
C20 -0.114 -1.072 2.928
H17 -7.393 2.808 2.224
H18 -5.976 3.233 3.242
H19 -5.794 3.043 1.449
C21 3.579 1.357 2.400
C22 4.824 -0.735 2.450
H20 3.552 2.437 2.213
H21 5.642 3.158 3.274

Atomic partial charges in e from the Löwdin method, atoms 1 to 4:
1. C -0.222
2. H 0.123
3. C -0.036
4. H 0.097

Here is a structure of composition C22H21F4MnN3 in a non-equilibrium geometry from OMol25. Energies are from ωB97M-V with the def2-TZVPD basis set.

Computed properties:
Spin multiplicity   5
Calculated total energy   -2565.3554 hartree
Net charge   +1

CARTESIAN COORDINATES (ANGSTROEM)
C1 3.270 -0.134 -1.159
H1 2.768 2.123 0.375
C2 2.021 2.661 -0.249
H2 -0.815 -0.792 1.540
H3 -4.731 -0.106 -0.397
C3 -1.462 -0.383 -1.134
C4 -3.983 -1.189 -2.096
H4 1.231 2.923 0.468
H5 -2.926 -2.212 -3.693
N1 -0.555 0.171 1.488
H6 2.280 0.845 -2.935
C5 -1.596 -1.150 -2.296
H7 -0.670 -1.481 -2.732
C6 -2.635 0.144 -0.569
H8 3.496 1.813 -2.029
C7 2.661 -4.108 2.198
N2 2.192 -0.736 -0.300
H9 -1.169 1.673 3.507
C8 -3.877 -0.359 -0.989
H10 -4.521 1.929 -0.042
C9 1.687 -4.066 1.207
H11 -4.982 -1.459 -2.407
C10 -3.754 1.893 0.728
C11 0.525 2.301 -2.225
C12 -3.031 2.499 2.932
F1 0.521 -2.998 -0.468
H12 4.157 0.162 -0.558
C13 2.376 -1.842 0.450
H13 0.102 0.372 2.264
F2 0.847 -5.130 1.088
F3 4.460 -1.065 1.384
H14 -0.162 2.948 -1.692
H15 2.475 3.556 -0.756
H16 -5.028 2.958 2.172
H17 0.008 1.472 -2.741
N3 1.502 1.669 -1.241
C14 -4.027 2.507 1.930
C15 -1.679 1.069 1.539
C16 -2.856 -1.627 -2.757
C17 -1.864 1.794 2.671
Mn1 0.470 0.008 -0.471
H18 1.086 2.858 -2.949
C18 2.677 1.047 -1.921
H19 3.506 -0.890 -1.959
C19 1.524 -2.965 0.444
C20 3.558 -3.018 2.317
C21 3.495 -2.012 1.408
C22 -2.639 1.078 0.506
F4 4.425 -2.856 3.368
H20 2.747 -4.945 2.890
H21 -3.105 3.048 3.890

Atomic partial charges in e from the Löwdin method, atoms 1 to 4:
1. C -0.155
2. H 0.100
3. C -0.054
4. H 0.109

Here is a structure of composition C22H21F9In in a non-equilibrium geometry from OMol25. Energies are from ωB97M-V with the def2-TZVPD basis set.

Computed properties:
Calculated total energy   -1939.7679 hartree
Net charge   -1

CARTESIAN COORDINATES (ANGSTROEM)
H1 0.005 -1.795 -1.948
H2 -5.776 2.220 5.268
F1 1.316 2.682 -0.906
C1 -0.686 1.703 -2.095
C2 -1.338 1.537 -0.656
F2 0.162 1.328 1.386
C3 -0.594 0.595 0.399
C4 5.678 2.204 -2.589
H3 -1.347 0.023 4.984
C5 -1.471 -6.726 -2.751
F3 -2.638 0.989 -0.857
F4 -0.865 0.585 -2.937
C6 4.423 2.373 -2.013
H4 -0.718 -7.315 -0.825
H5 -1.236 -7.676 -3.219
F5 -1.558 2.795 -0.012
C7 -2.319 0.500 5.046
H6 2.359 -0.591 -0.811
H7 -2.409 0.387 7.191
H8 5.806 1.522 -3.423
C8 6.600 3.788 -1.022
C9 -2.063 -4.286 -1.551
H9 3.571 1.824 -2.388
H10 5.202 4.645 0.371
H11 7.449 4.337 -0.630
C10 -1.478 -5.304 -0.805
F6 1.682 1.214 -2.719
H12 -2.289 -3.334 -1.085
H13 3.274 3.371 -0.521
H14 -2.818 -3.698 -3.475
C11 5.339 3.958 -0.457
H15 0.699 -2.403 0.850
H16 -4.628 1.477 7.333
H17 -1.253 -5.146 0.244
C12 -2.359 -4.490 -2.895
In1 0.678 -1.093 -0.412
F7 -1.435 2.737 -2.737
C13 -4.162 1.320 6.366
H18 -2.298 -5.871 -4.542
C14 -2.969 0.906 3.885
F8 0.914 3.293 -3.025
C15 4.255 3.245 -0.958
H19 7.750 2.781 -2.536
F9 -1.651 -0.038 1.165
C16 0.836 2.195 -2.131
C17 -2.065 -5.711 -3.494
C18 -1.179 -6.523 -1.406
H20 -2.507 0.741 2.918
C19 6.769 2.912 -2.091
H21 -4.718 1.845 3.060
C20 -4.807 1.734 5.206
C21 -4.213 1.525 3.965
C22 -2.916 0.706 6.286

Atomic partial charges in e from the Löwdin method, atoms 1 to 4:
1. H -0.104
2. H 0.093
3. F 0.100
4. C -0.226

Here is the molecule C22H21FN2O4 from OMol25. Energies are from ωB97M-V with the def2-TZVPD basis set.

Computed properties:
Structure (SMILES)   COC(=O)[C@@H](Cc1c[nH]c2ccccc12)NC(=O)CCC(=O)c1ccc(F)cc1
Energy relative to the best compared isomer or geometry (same formula, charge and spin)   0.0 kcal/mol

CARTESIAN COORDINATES (ANGSTROEM)
H1 6.359 0.551 -1.183
C1 6.005 0.351 -0.170
C2 0.206 0.017 -3.774
H2 0.526 0.702 3.207
C3 -1.412 0.073 3.864
C4 -1.362 1.590 -0.152
O1 3.854 1.399 -1.329
H3 -0.448 1.729 -2.584
C5 -0.045 -1.941 0.017
H4 0.310 -2.405 -0.881
C6 -1.700 0.024 -2.123
C7 -0.364 -0.749 1.886
H5 -0.375 1.855 -0.493
H6 2.602 -0.783 1.355
H7 -1.565 1.230 -3.843
N1 1.555 0.039 -1.762
H8 0.828 0.653 -4.408
C8 -3.078 1.773 1.491
C9 -1.499 -1.567 1.658
C10 -2.137 0.673 -0.858
C11 -0.332 0.077 3.010
C12 -2.585 -1.565 2.524
C13 1.096 -0.721 -2.787
H9 -4.831 0.585 1.215
H10 -1.918 -2.897 0.066
C14 2.459 -0.480 -0.766
H11 -3.352 -0.709 4.318
H12 -3.966 -0.424 -0.893
H13 1.783 0.715 0.903
F1 -3.540 2.326 2.626
H14 6.690 -0.313 0.351
H15 2.648 -1.532 -0.997
C15 -1.827 2.139 1.027
H16 1.542 1.045 -1.840
O2 4.753 -0.325 -0.211
H17 -0.265 -0.742 -4.400
H18 -3.443 -2.194 2.340
H19 -1.407 0.707 4.738
O3 1.342 -1.903 -2.882
C16 -3.866 0.855 0.819
C17 -0.871 0.859 -3.083
C18 1.882 -0.347 0.656
N2 -1.269 -2.278 0.520
O4 -2.050 -1.101 -2.396
C19 3.758 0.310 -0.822
H20 -1.235 2.842 1.591
H21 5.906 1.298 0.362
C20 -3.381 0.302 -0.348
C21 0.547 -1.005 0.815
C22 -2.525 -0.737 3.624

Atomic partial charges in e from the Löwdin method, atoms 1 to 4:
1. H 0.099
2. C -0.036
3. C -0.082
4. H 0.110

Here is a structure of composition C22H21I2N4NaS3Te in a non-equilibrium geometry from OMol25. Energies are from ωB97M-V with the def2-TZVPD basis set.

Computed properties:
Energy relative to the best compared isomer or geometry (same formula, charge and spin)   0.0 kcal/mol
Net charge   -2

CARTESIAN COORDINATES (ANGSTROEM)
Te1 0.153 0.121 -2.626
H1 -5.652 -4.492 4.837
C1 0.987 1.610 -5.165
N1 3.236 -0.998 1.087
C2 -3.421 -2.645 3.155
C3 3.274 -2.037 0.180
C4 1.304 2.513 -4.085
C5 2.949 1.047 2.999
C6 1.019 2.222 -2.697
H2 0.261 2.885 -2.210
H3 1.100 1.176 -7.252
H4 1.004 -0.537 -5.103
H5 3.294 2.036 2.823
N2 2.053 -0.453 1.313
C7 -1.899 2.321 1.586
H6 -2.973 2.580 1.640
C8 0.655 1.375 1.858
H7 1.036 3.147 3.072
S1 -2.866 -2.623 0.425
H8 3.754 0.296 2.867
H9 -1.205 4.045 2.714
H10 1.930 2.196 -2.042
S2 2.019 -2.681 -0.780
N3 -0.232 0.723 1.111
I1 -0.858 -2.814 5.038
C9 -0.951 3.078 2.289
H11 2.890 4.935 -5.992
C10 -5.157 -4.035 3.973
H12 -5.177 -4.036 0.532
N4 4.520 -2.472 0.000
C11 1.946 3.749 -4.392
H13 4.733 -3.262 -0.584
H14 2.467 3.252 -7.740
C12 1.376 1.898 -6.469
H15 -3.894 -2.763 5.205
Na1 -0.282 -1.795 0.709
H16 2.141 4.416 -3.590
H17 2.552 0.992 4.025
I2 0.872 -4.425 6.935
C13 -5.581 -4.339 2.669
C14 1.914 0.649 2.025
H18 -2.179 0.428 0.492
H19 5.236 -2.141 0.621
H20 -6.501 -4.920 2.519
C15 -1.506 1.144 1.021
C16 -3.752 -3.063 1.788
C17 -4.169 -3.125 4.222
H21 -0.577 0.145 -5.227
C18 0.393 0.308 -4.773
C19 0.330 2.646 2.425
C20 -4.899 -3.858 1.596
C21 2.357 4.012 -5.708
C22 2.135 3.055 -6.697
S3 -2.159 -1.484 3.378

Atomic partial charges in e from the Löwdin method, atoms 1 to 4:
1. Te 1.202
2. H 0.085
3. C -0.276
4. N -0.054

Here is a structure of composition C22H21N2O2S4W in a non-equilibrium geometry from OMol25. Energies are from ωB97M-V with the def2-TZVPD basis set.

Computed properties:
Spin multiplicity   3
Energy relative to the best compared isomer or geometry (same formula, charge and spin)   8.7 kcal/mol
Net charge   +1

CARTESIAN COORDINATES (ANGSTROEM)
H1 2.785 0.691 1.953
H2 2.015 -3.507 -0.576
C1 0.849 -0.982 -2.364
H3 6.288 -1.503 0.711
H4 0.206 4.541 -2.655
H5 2.599 -2.989 -2.089
H6 -1.053 -2.689 -1.910
C2 -1.723 1.284 0.077
C3 -1.641 2.298 -1.049
C4 -1.691 2.015 1.425
O1 0.330 -0.719 2.620
N1 0.820 -2.061 -1.290
C5 3.249 -0.028 1.353
H7 0.446 1.894 1.894
H8 -4.889 -2.137 1.219
N2 -0.438 -2.607 1.257
C6 2.482 -0.846 0.496
C7 -1.954 4.242 -2.480
H9 -2.625 3.876 4.312
C8 -0.098 -3.154 -1.739
W1 0.420 -0.933 0.506
H10 -0.223 -3.904 -0.912
H11 4.894 -2.877 -0.804
H12 -3.291 -0.128 2.030
H13 1.048 -1.450 -3.331
S1 -0.437 -2.120 2.694
S2 -3.041 2.768 2.148
C9 5.237 -1.314 0.620
C10 -2.770 0.182 -0.026
C11 4.469 -1.985 -0.314
C12 -0.654 3.950 -2.325
C13 -2.139 3.339 3.476
C14 -0.490 2.790 -1.533
C15 4.625 -0.311 1.402
O2 -0.434 0.599 0.036
C16 -0.560 2.215 2.152
H14 0.355 -3.565 -2.646
H15 5.241 0.284 2.061
H16 1.484 -0.132 -2.081
C17 3.099 -1.745 -0.367
S3 -3.014 -0.690 -1.500
C18 -0.796 2.995 3.362
S4 -2.976 3.193 -1.605
H17 -4.532 -2.533 -1.333
C19 -4.195 -1.589 0.590
H18 -0.021 3.287 4.090
H19 -0.164 -0.553 -2.456
C20 2.166 -2.629 -1.163
C21 -3.368 -0.462 1.018
C22 -4.048 -1.824 -0.738
H20 -2.306 5.124 -2.994
H21 0.463 2.399 -1.221

Atomic partial charges in e from the Löwdin method, atoms 1 to 4:
1. H 0.078
2. H 0.125
3. C -0.041
4. H 0.110

Here is the molecule C22H21N3O3 in a non-equilibrium geometry from OMol25. Energies are from ωB97M-V with the def2-TZVPD basis set.

Computed properties:
Structure (SMILES)   C=CCc1cccc2cc(C(=O)N3CCN(c4ccccn4)CC3)c(=O)oc12
Energy relative to the best compared isomer or geometry (same formula, charge and spin)   68.1 kcal/mol

CARTESIAN COORDINATES (ANGSTROEM)
C1 4.300 -0.229 2.733
H1 2.851 -1.336 3.818
H2 -0.130 -1.831 -4.119
H3 -1.156 3.220 1.176
C2 -0.081 1.137 -2.502
C3 -3.444 2.403 -1.554
C4 2.856 -1.980 1.791
H4 3.191 -4.082 -0.848
H5 3.661 0.605 2.477
O1 1.095 -0.484 2.276
C5 1.615 -1.425 1.450
N1 -2.309 0.471 -3.031
N2 -2.285 1.626 0.442
C6 -0.336 -1.237 0.033
C7 -0.479 -0.923 -3.653
C8 -0.097 0.137 2.044
H6 -3.946 3.331 -1.843
C9 -1.471 1.349 -2.476
C10 -3.536 2.188 -0.022
H7 -3.885 1.566 -2.092
H8 -4.332 1.486 0.224
H9 4.357 -3.361 1.191
H10 -2.573 -1.281 -4.017
H11 4.290 -2.275 3.348
C11 -1.827 -0.619 -3.595
H12 0.609 1.844 -2.072
C12 -1.166 2.533 0.324
H13 6.264 -0.909 3.021
C13 0.935 -1.837 0.295
O2 -0.458 0.978 2.831
C14 3.399 -2.929 0.944
C15 2.738 -3.338 -0.211
H14 -0.901 -1.555 -0.831
H15 -3.706 3.130 0.506
C16 5.611 -0.090 2.766
C17 -1.306 3.298 -1.013
C18 -2.192 0.286 0.577
H16 1.470 -0.195 -3.112
H17 -1.874 4.220 -0.873
H18 0.985 -3.110 -1.424
O3 -3.149 -0.459 0.489
N3 -2.047 2.480 -1.946
C19 -0.826 -0.274 0.846
C20 3.580 -1.514 3.024
H19 6.091 0.850 2.550
C21 0.405 -0.009 -3.094
H20 -0.331 3.567 -1.417
C22 1.515 -2.802 -0.536
H21 -0.236 1.964 0.333

Atomic partial charges in e from the Löwdin method, atoms 1 to 4:
1. C -0.169
2. H 0.124
3. H 0.095
4. H 0.132

Here is the molecule C22H21N3O4S in a non-equilibrium geometry from OMol25. Energies are from ωB97M-V with the def2-TZVPD basis set.

Computed properties:
Structure (SMILES)   COc1cc(C(=O)Nc2nc3ccc(C)cc3s2)ccc1OCc1c(C)noc1C
Energy relative to the best compared isomer or geometry (same formula, charge and spin)   41.0 kcal/mol

CARTESIAN COORDINATES (ANGSTROEM)
C1 1.101 3.882 2.826
H1 -0.020 4.446 5.796
N1 0.062 -2.331 -0.480
H2 0.154 -9.035 -1.833
H3 2.125 3.644 2.500
C2 -0.653 2.413 -0.015
H4 -1.154 -8.290 -5.253
C3 0.702 5.259 5.816
C4 0.163 2.474 1.143
C5 0.839 5.861 4.466
H5 0.120 -9.281 -4.532
C6 0.851 1.341 1.548
H6 0.445 5.847 0.435
C7 -0.763 1.220 -0.698
O1 -1.262 3.576 -0.358
H7 0.847 3.243 3.683
H8 1.492 1.375 2.415
S1 -0.664 -3.615 -2.758
C8 -2.084 3.583 -1.502
H9 1.305 -0.701 1.191
H10 0.370 6.022 6.515
H11 0.383 -2.365 0.477
C9 -0.274 -1.145 -1.081
H12 -2.459 4.602 -1.586
C10 0.252 -7.045 -1.088
C11 -0.787 -8.715 -4.323
O2 0.196 3.675 1.759
H13 -1.367 1.131 -1.586
C12 -0.064 -3.539 -1.109
C13 -0.018 -7.991 -2.051
H14 1.658 4.864 6.156
C14 1.011 5.317 3.221
C15 -0.471 -5.348 -2.654
N2 0.242 -4.648 -0.540
H15 0.631 -7.318 -0.117
C16 0.026 -5.704 -1.383
C17 -0.085 0.074 -0.267
C18 -0.737 -6.310 -3.613
N3 0.952 7.548 3.054
H16 -1.117 -6.017 -4.581
H17 -1.532 -9.412 -3.941
C19 1.231 6.451 0.885
C20 1.071 6.451 2.357
C21 0.729 0.147 0.853
H18 2.192 6.015 0.614
H19 1.179 7.470 0.512
H20 -2.927 2.894 -1.394
O3 -0.715 -1.127 -2.215
O4 0.813 7.198 4.357
H21 -1.519 3.327 -2.403
C22 -0.510 -7.642 -3.314

Atomic partial charges in e from the Löwdin method, atoms 1 to 4:
1. C -0.124
2. H 0.087
3. N 0.122
4. H 0.110